Computed, not measured: an isolated molecule of C4H9BOS in a non-equilibrium geometry, with ωB97M-V with the def2-TZVPD basis set.

Results
relative energy (zero: lowest compared OMol25 entry of this formula, charge and spin): 5.325 eV
E_LUMO (spin up / spin down): -0.02979 / -0.02828 Ha
calculated total energy: -17849.114 eV
gap between HOMO and LUMO (spin up / spin down): 6.8 / 7.0 eV
HOMO level (spin up / spin down): -7.64 / -7.78 eV

Each line ends with the natural charge from an NBO analysis.
Element x y z (Å)
B -1.42 -0.37 0.10  0.762
C 1.17 0.70 -0.46  -0.405
C 1.89 -0.42 0.17  -0.074
C 0.50 1.64 0.57  -0.496
C -2.38 -1.48 -0.34  -1.128
O 1.08 -0.98 1.15  -0.766
S -1.28 1.26 0.66  0.089
H 1.62 1.43 -1.31  0.209
H 0.35 0.22 -0.94  0.177
H 2.36 -1.00 -0.58  0.148
H 2.87 -0.10 0.75  0.147
H 0.99 1.62 1.60  0.268
H 0.46 2.65 0.13  0.221
H -2.20 -2.05 -1.30  0.289
H -3.33 -0.93 -0.57  0.271
H -2.70 -2.19 0.38  0.286


Computed, not measured: a cluster of 2 separate species, C4H9Br2PS in total in a non-equilibrium geometry, with ωB97M-V with the def2-TZVPD basis set.

Results
relative energy (zero: lowest compared OMol25 entry of this formula, charge and spin): 1.755 eV
E_LUMO (spin up / spin down): -0.12626 / -0.12630 Ha
calculated total energy: -164501.987 eV
gap between HOMO and LUMO (spin up / spin down): 5.8 / 5.8 eV
HOMO level (spin up / spin down): -9.22 / -9.22 eV

Each line ends with the natural charge from an NBO analysis.
Element x y z (Å)
C 0.45 0.84 1.37  -0.613
C -0.25 -1.52 0.73  -0.626
C 1.21 0.08 -0.84  -0.684
C 0.07 -0.07 0.21  -0.318
P -1.54 0.52 -0.59  0.986
S -2.91 0.96 0.66  -0.260
Br -1.01 2.32 -1.90  -0.128
Br -1.27 -1.24 -3.43  -0.475
H 0.59 1.93 1.01  0.223
H -0.37 0.89 2.09  0.220
H 1.31 0.44 1.79  0.230
H -0.48 -1.50 1.83  0.228
H 0.58 -2.22 0.57  0.239
H -1.06 -1.89 0.11  0.232
H 1.60 1.18 -0.92  0.227
H 2.16 -0.46 -0.82  0.250
H 0.93 -0.26 -1.89  0.269


Computed, not measured: the ion C4H9BrN with charge +1 in a non-equilibrium geometry, with ωB97M-V with the def2-TZVPD basis set.

Results
charge: +1
relative energy (zero: lowest compared OMol25 entry of this formula, charge and spin): 0.008 eV
multiplicity: 3
E_LUMO (spin up / spin down): -0.12285 / -0.19449 Ha
calculated total energy: -75814.902 eV
expectation value of S²: 2.01
gap between HOMO and LUMO (spin up / spin down): 9.1 / 9.7 eV
HOMO level (spin up / spin down): -12.49 / -14.96 eV

Each line ends with the natural charge from an NBO analysis.
Element x y z (Å)
C 0.05 -0.45 1.37  -0.333
C 0.01 1.03 1.56  -0.205
C -0.24 0.27 -0.92  0.059
C 0.79 -0.18 -1.85  -0.706
N -0.71 -0.69 0.10  -0.559
Br -1.62 2.00 1.83  0.135
H 1.12 -0.72 1.33  0.252
H -0.40 -0.93 2.21  0.250
H 0.95 1.44 1.61  0.202
H -0.66 1.12 -1.32  0.227
H 1.52 0.66 -1.85  0.274
H 0.46 -0.11 -2.93  0.273
H 1.03 -1.19 -1.53  0.216
H -0.57 -1.67 -0.14  0.445
H -1.72 -0.57 0.52  0.471


Computed, not measured: an isolated molecule of C4H9BrN2 in a non-equilibrium geometry, with ωB97M-V with the def2-TZVPD basis set.

Results
relative energy (zero: lowest compared OMol25 entry of this formula, charge and spin): 0.000 eV
E_LUMO: 0.02846 Ha
calculated total energy: -77314.470 eV
gap between HOMO and LUMO: 8.3 eV
HOMO level: -7.53 eV

Each line ends with the natural charge from an NBO analysis.
Element x y z (Å)
C 0.89 0.52 0.56  -0.454
C -0.17 1.50 0.04  -0.421
C 0.24 -0.77 0.94  -0.092
C -1.14 0.79 -0.89  -0.420
N 1.05 -2.22 -0.77  -0.622
N 0.38 -1.89 0.27  -0.183
Br -2.66 -0.03 0.04  -0.034
H 1.63 0.34 -0.22  0.208
H 1.40 0.96 1.42  0.228
H -0.72 1.94 0.87  0.217
H 0.31 2.31 -0.51  0.218
H -0.39 -0.80 1.81  0.204
H -1.60 1.49 -1.59  0.225
H 1.61 -1.45 -1.13  0.301
H -0.66 -0.01 -1.46  0.222
H -0.16 -2.68 0.62  0.400


Computed, not measured: a cluster of 2 separate species, C4H9BrNO in total in a non-equilibrium geometry, with ωB97M-V with the def2-TZVPD basis set.

Results
charge: +1
relative energy (zero: lowest compared OMol25 entry of this formula, charge and spin): 1.147 eV
E_LUMO: -0.15747 Ha
calculated total energy: -77865.275 eV
gap between HOMO and LUMO: 9.7 eV
HOMO level: -13.96 eV

Each line ends with the natural charge from an NBO analysis.
Element x y z (Å)
C 1.98 2.00 -0.27  -0.327
C 0.74 1.63 -0.32  -0.186
C 0.40 0.17 -0.59  -0.561
C -0.73 -0.20 0.28  0.441
N -0.62 -0.64 1.47  -0.658
O -1.31 -2.19 -0.63  -0.941
Br -2.43 0.46 -0.13  0.225
H 2.23 2.99 -0.01  0.229
H 2.68 1.25 -0.29  0.192
H -0.12 2.23 0.16  0.220
H 1.40 -0.38 -0.40  0.255
H 0.05 0.07 -1.57  0.268
H 0.19 -0.96 1.84  0.425
H -1.49 -0.72 1.92  0.427
H -0.85 -2.97 -0.88  0.492
H -2.12 -2.73 -0.59  0.498


Computed, not measured: a cluster of 2 separate species, C4H9BrO2 in total in a non-equilibrium geometry, with ωB97M-V with the def2-TZVPD basis set.

Results
relative energy (zero: lowest compared OMol25 entry of this formula, charge and spin): 4.329 eV
E_LUMO (spin up / spin down): 0.02741 / 0.02765 Ha
calculated total energy: -78427.345 eV
gap between HOMO and LUMO (spin up / spin down): 7.9 / 7.7 eV
HOMO level (spin up / spin down): -7.18 / -6.94 eV

Each line ends with the natural charge from an NBO analysis.
Element x y z (Å)
C 0.47 -2.17 -0.07  -0.691
C -0.02 2.35 0.80  -0.241
C -0.34 -1.18 0.70  -0.416
C -0.22 0.75 -1.00  0.524
O 0.29 0.09 -2.03  -0.646
O 0.49 1.69 -0.37  -0.535
Br -2.20 -1.67 0.41  -0.067
H 0.54 -1.97 -1.08  0.207
H 1.41 -2.31 0.37  0.211
H 0.01 -3.15 0.09  0.217
H 0.78 2.95 1.32  0.205
H -0.15 1.58 1.52  0.197
H -0.85 2.90 0.55  0.186
H -0.14 -0.80 1.72  0.201
H -1.30 0.98 -1.14  0.160
H 1.21 -0.03 -1.79  0.489


Computed, not measured: a cluster of 2 separate species, C4H9BrO2 in total in a non-equilibrium geometry, with ωB97M-V with the def2-TZVPD basis set.

Results
relative energy (zero: lowest compared OMol25 entry of this formula, charge and spin): 4.427 eV
E_LUMO (spin up / spin down): 0.01684 / 0.01886 Ha
calculated total energy: -78427.247 eV
gap between HOMO and LUMO (spin up / spin down): 8.1 / 8.1 eV
HOMO level (spin up / spin down): -7.61 / -7.56 eV

Each line ends with the natural charge from an NBO analysis.
Element x y z (Å)
C -0.14 -1.99 0.03  -0.662
C -0.33 -0.71 0.78  -0.318
C 0.05 2.19 0.07  -0.124
C 0.52 0.96 -0.80  0.188
O -1.30 2.34 0.22  -0.688
O 1.84 0.97 -1.00  -0.700
Br -0.55 0.58 -2.33  -0.008
H -1.11 -2.73 0.13  0.199
H 0.70 -2.57 0.09  0.216
H -0.30 -1.69 -0.98  0.218
H 0.33 -0.61 1.53  0.165
H -1.19 -0.20 1.01  0.203
H 0.56 2.04 1.04  0.198
H 0.45 3.12 -0.37  0.152
H -1.57 2.38 -0.68  0.467
H 2.03 0.42 -1.81  0.496


Computed, not measured: an isolated molecule of C4H9BrOS2 in a non-equilibrium geometry, with ωB97M-V with the def2-TZVPD basis set.

Results
relative energy (zero: lowest compared OMol25 entry of this formula, charge and spin): 0.900 eV
E_LUMO: 0.01519 Ha
calculated total energy: -98053.085 eV
SMILES string: OCC[C@H](S)[C@H](S)Br
gap between HOMO and LUMO: 9.7 eV
HOMO level: -9.29 eV

Each line ends with the natural charge from an NBO analysis.
Element x y z (Å)
O 1.90 2.32 -0.86  -0.713
C 1.30 1.56 0.17  -0.051
C 0.83 0.20 -0.38  -0.429
C -0.09 -0.46 0.71  -0.415
S 0.76 -1.97 1.21  -0.015
C -1.48 -0.76 0.37  -0.354
S -1.56 -1.29 -1.37  -0.025
Br -2.61 0.84 0.61  -0.015
H 1.24 2.48 -1.62  0.466
H 2.14 1.30 0.85  0.178
H 0.48 2.01 0.73  0.162
H 1.67 -0.41 -0.60  0.230
H 0.39 0.48 -1.26  0.205
H -0.21 0.17 1.51  0.237
H -0.12 -2.78 0.49  0.139
H -2.04 -1.52 0.95  0.255
H -2.61 -2.14 -1.52  0.146


Computed, not measured: a cluster of 2 separate species, C4H9Cl2N2 in total in a non-equilibrium geometry, with ωB97M-V with the def2-TZVPD basis set.

Results
charge: +1
relative energy (zero: lowest compared OMol25 entry of this formula, charge and spin): 0.000 eV
multiplicity: 3
E_LUMO (spin up / spin down): -0.11261 / -0.21660 Ha
calculated total energy: -32307.242 eV
expectation value of S²: 2.01
gap between HOMO and LUMO (spin up / spin down): 6.5 / 9.3 eV
HOMO level (spin up / spin down): -9.51 / -15.19 eV

Each line ends with the natural charge from an NBO analysis.
Element x y z (Å)
C -0.45 0.52 1.05  0.390
C 3.13 -1.33 -2.21  -0.377
C -2.74 1.02 0.84  -0.452
C 2.50 -0.60 -1.28  -0.112
N -1.39 1.38 1.32  -0.521
N -0.63 -0.67 0.61  -0.741
Cl 2.18 -1.58 0.14  0.040
Cl 1.92 1.03 -1.29  0.097
H 3.21 -2.44 -2.09  0.220
H 3.24 -0.95 -3.23  0.213
H 0.59 0.79 1.48  0.242
H -3.33 0.36 1.57  0.243
H -3.29 2.10 0.54  0.262
H -2.62 0.47 -0.07  0.202
H -1.21 2.08 2.00  0.437
H 0.30 -1.13 0.55  0.421
H -1.41 -1.04 0.08  0.435


Computed, not measured: a structure of composition C4H9ClN2 in a non-equilibrium geometry, with ωB97M-V with the def2-TZVPD basis set.

Results
relative energy (zero: lowest compared OMol25 entry of this formula, charge and spin): 2.421 eV
E_LUMO: 0.03145 Ha
calculated total energy: -19793.507 eV
gap between HOMO and LUMO: 10.0 eV
HOMO level: -9.18 eV

Each line ends with the natural charge from an NBO analysis.
Element x y z (Å)
C 1.09 0.80 0.83  -0.257
C 0.79 -0.48 0.16  0.092
C -0.21 -1.53 0.80  -0.456
C -0.63 -0.72 -0.46  -0.166
H 0.39 2.45 -0.33  0.362
H 1.47 1.20 -1.23  0.370
H 1.80 0.64 1.76  0.203
H 0.11 1.08 1.39  0.209
H 1.60 -1.62 -1.29  0.356
H 2.72 -1.17 -0.28  0.375
H -0.09 -2.61 0.59  0.227
H -0.52 -1.14 1.79  0.240
H -0.66 -1.20 -1.38  0.211
N 1.39 1.94 -0.19  -0.835
N 1.83 -0.93 -0.72  -0.830
Cl -2.09 0.41 -0.16  -0.100


Computed, not measured: an isolated molecule of C4H9ClN2OP2 in a non-equilibrium geometry, with ωB97M-V with the def2-TZVPD basis set.

Results
relative energy (zero: lowest compared OMol25 entry of this formula, charge and spin): 0.267 eV
E_LUMO: 0.02274 Ha
calculated total energy: -40421.348 eV
SMILES string: CPNP(Cl)OCCC#N
gap between HOMO and LUMO: 9.8 eV
HOMO level: -9.20 eV

Each line ends with the natural charge from an NBO analysis.
Element x y z (Å)
C 2.86 0.32 -0.96  -0.871
P 2.60 1.78 0.45  0.732
N 1.03 1.36 1.00  -1.277
P -0.42 1.21 -0.05  1.243
Cl -1.70 2.59 0.44  -0.280
O -1.02 0.09 0.95  -0.818
C -1.87 -0.90 0.46  -0.049
C -3.39 -0.54 0.26  -0.560
C -3.72 0.28 -0.85  0.266
N -4.11 0.95 -1.68  -0.300
H 2.92 0.64 -2.00  0.225
H 1.90 -0.22 -0.82  0.216
H 3.74 -0.22 -0.57  0.222
H 2.19 2.77 -0.42  -0.081
H 0.77 1.35 2.03  0.421
H -1.43 -1.07 -0.53  0.180
H -1.72 -1.82 1.00  0.205
H -3.79 -0.04 1.11  0.262
H -4.06 -1.52 0.27  0.263


Computed, not measured: a cluster of 2 separate species, C4H9ClN2S in total in a non-equilibrium geometry, with ωB97M-V with the def2-TZVPD basis set.

Results
relative energy (zero: lowest compared OMol25 entry of this formula, charge and spin): 4.566 eV
E_LUMO (spin up / spin down): 0.00676 / 0.00196 Ha
calculated total energy: -30626.585 eV
gap between HOMO and LUMO (spin up / spin down): 7.4 / 7.0 eV
HOMO level (spin up / spin down): -7.20 / -6.93 eV

Each line ends with the natural charge from an NBO analysis.
Element x y z (Å)
C 1.06 -0.57 -1.92  -0.322
C -1.55 0.38 -1.05  -0.487
C 0.53 -1.19 1.44  -0.409
C 0.09 1.17 1.12  -0.467
N -0.67 -0.59 -0.40  -0.149
N -0.11 -0.20 0.74  -0.200
S 1.81 0.74 -1.57  0.036
Cl 1.55 -1.80 -2.99  0.046
H -2.33 0.77 -0.33  0.212
H -0.89 1.05 -1.58  0.217
H -1.89 -0.32 -1.79  0.230
H 0.25 -1.31 2.51  0.207
H 0.34 -2.12 0.95  0.239
H 1.64 -0.95 1.34  0.192
H -0.83 1.63 1.58  0.195
H 0.91 1.42 1.73  0.223
H 0.09 1.90 0.23  0.238


Computed, not measured: the ion C4H9ClN3 with charge +1 in a non-equilibrium geometry, with ωB97M-V with the def2-TZVPD basis set.

Results
charge: +1
relative energy (zero: lowest compared OMol25 entry of this formula, charge and spin): 1.138 eV
E_LUMO: -0.20462 Ha
calculated total energy: -21277.676 eV
SMILES string: N[C@@H](C=[NH2+])N/C=C/Cl
gap between HOMO and LUMO: 6.5 eV
HOMO level: -12.09 eV

Each line ends with the natural charge from an NBO analysis.
Element x y z (Å)
N 1.64 0.03 -0.95  -0.864
C 0.93 -0.26 0.33  0.034
C 0.11 0.97 0.71  0.306
N 0.55 2.20 0.34  -0.615
N 0.12 -1.41 0.38  -0.583
C -1.16 -1.47 0.04  0.023
C -1.97 -0.53 -0.48  -0.358
Cl -3.68 -0.47 -0.55  0.071
H 1.12 -0.09 -1.76  0.377
H 2.46 -0.71 -1.11  0.402
H 1.65 -0.21 1.12  0.250
H -0.32 1.05 1.66  0.224
H 0.93 2.25 -0.56  0.435
H 0.10 3.09 0.75  0.452
H 0.53 -2.29 0.60  0.422
H -1.48 -2.51 0.31  0.234
H -1.54 0.38 -0.84  0.190


Computed, not measured: a cluster of 2 separate species, C4H9ClN4O4 in total in a non-equilibrium geometry, with ωB97M-V with the def2-TZVPD basis set.

Results
relative energy (zero: lowest compared OMol25 entry of this formula, charge and spin): 1.628 eV
E_LUMO: -0.00184 Ha
calculated total energy: -30956.730 eV
SMILES string: C=C(Cl)/[N+]([O-])=N/OC.CO/N=N\O
gap between HOMO and LUMO: 9.4 eV
HOMO level: -9.45 eV

Each line ends with the natural charge from an NBO analysis.
Element x y z (Å)
C -3.00 -2.69 0.43  -0.334
C -2.58 -1.80 -0.45  0.072
Cl -3.72 -0.73 -1.22  0.036
N -1.20 -1.49 -0.68  0.244
O -0.42 -2.36 -0.25  -0.512
N -0.96 -0.42 -1.24  0.056
O 0.34 -0.19 -1.55  -0.342
C 0.56 1.12 -2.03  -0.260
H -3.96 -2.91 0.55  0.208
H -2.33 -3.36 1.05  0.244
H 0.00 1.86 -1.51  0.192
H 0.19 1.30 -3.00  0.178
H 1.70 1.36 -2.09  0.216
C 1.93 2.75 1.45  -0.265
O 1.93 1.45 0.96  -0.397
N 0.92 0.65 1.54  0.071
N 0.89 -0.54 1.54  0.113
O 1.93 -1.31 0.99  -0.595
H 2.96 3.15 1.30  0.196
H 1.83 2.76 2.52  0.188
H 1.29 3.58 1.04  0.176
H 1.69 -2.18 0.64  0.513


Computed, not measured: an isolated molecule of C4H9ClN4O4 in a non-equilibrium geometry, with ωB97M-V with the def2-TZVPD basis set.

Results
relative energy (zero: lowest compared OMol25 entry of this formula, charge and spin): 0.000 eV
E_LUMO: 0.01822 Ha
calculated total energy: -30958.357 eV
SMILES string: CO/N=[N+](\[O-])C(C)(Cl)/[N+]([O-])=N/OC
gap between HOMO and LUMO: 9.9 eV
HOMO level: -9.41 eV

Each line ends with the natural charge from an NBO analysis.
Element x y z (Å)
C -1.23 -3.20 0.54  -0.252
O -1.98 -2.02 0.36  -0.343
N -1.16 -0.94 0.19  0.027
N -1.77 0.13 -0.06  0.259
O -2.98 0.32 -0.17  -0.454
C -0.84 1.29 -0.18  0.235
C -1.39 2.28 -1.18  -0.661
Cl -0.70 1.99 1.45  0.043
N 0.47 0.76 -0.63  0.245
O 0.52 0.37 -1.80  -0.469
N 1.37 0.76 0.24  0.047
O 2.55 0.24 -0.21  -0.344
C 3.53 0.25 0.80  -0.251
H -1.96 -3.98 0.69  0.204
H -0.58 -3.11 1.42  0.184
H -0.62 -3.42 -0.34  0.188
H -0.90 3.25 -1.07  0.238
H -1.22 1.90 -2.18  0.261
H -2.46 2.40 -1.01  0.269
H 4.40 -0.21 0.35  0.205
H 3.20 -0.33 1.67  0.186
H 3.76 1.27 1.11  0.185